1.
# C24H28N7OSSn

A molecular structure, C24H28N7OSSn at a distorted geometry (ωB97M-V/def2-TZVPD, the Open Molecules 2025 dataset).

```
62
Properties=species:S:1:pos:R:3:nbo_charge:R:1
Sn -1.072 1.154 0.598 1.4196
O -0.896 -0.272 -1.069 -0.6906
C -1.592 -1.254 -1.482 0.4580
C -1.558 -1.542 -2.889 -0.1525
C -2.278 -2.569 -3.419 -0.1918
C -3.079 -3.362 -2.578 -0.0421
C -3.137 -3.123 -1.203 -0.1816
C -2.415 -2.103 -0.621 -0.0880
C -2.448 -1.890 0.819 0.3461
N -2.015 -0.814 1.463 -0.5653
C -2.250 -1.018 2.797 -0.0775
C -2.832 -2.240 2.966 -0.0129
N -2.946 -2.775 1.715 -0.4679
H -0.941 -0.896 -3.498 0.2332
H -2.252 -2.775 -4.479 0.2604
H -3.664 -4.169 -2.999 0.2555
H -3.783 -3.757 -0.611 0.2345
H -2.012 -0.278 3.543 0.2388
H -3.174 -2.761 3.843 0.2654
H -3.326 -3.687 1.509 0.4504
C 3.252 -0.106 4.143 -0.4157
N 2.072 -0.418 3.333 -0.4052
C 1.881 -1.830 3.036 -0.4260
C 1.371 0.544 2.702 0.6747
N 0.717 0.268 1.565 -1.0076
N 1.351 1.763 3.266 -0.4139
C 0.939 2.956 2.546 -0.4179
C 1.419 1.926 4.723 -0.4155
H 3.069 -0.279 5.204 0.2230
H 3.545 0.929 3.989 0.2220
H 4.068 -0.750 3.816 0.2276
H 2.120 -2.403 3.930 0.2449
H 2.537 -2.169 2.228 0.2074
H 0.841 -2.029 2.781 0.2110
H 1.016 -0.626 1.195 0.3989
H 1.228 2.893 1.500 0.2032
H 1.454 3.810 2.984 0.2459
H -0.136 3.146 2.634 0.2047
H 1.373 0.957 5.212 0.2274
H 0.560 2.516 5.044 0.2246
H 2.332 2.441 5.022 0.2240
S 3.548 4.321 -3.678 0.9582
C 2.543 3.175 -2.745 -0.2122
C 1.169 3.219 -2.942 -0.2087
C 0.353 2.522 -2.063 0.0733
N 0.827 1.803 -1.045 -0.4476
C 2.151 1.726 -0.894 0.0561
C 3.047 2.397 -1.709 -0.1975
C 4.776 3.297 -4.473 -0.2778
C 4.512 2.759 -5.728 -0.2090
C 5.539 2.109 -6.420 0.0808
N 6.680 2.068 -5.790 -0.3572
C 7.058 2.541 -4.633 0.0841
C 6.051 3.199 -3.917 -0.2204
H 0.731 3.813 -3.733 0.2637
H -0.725 2.574 -2.165 0.2284
H 2.505 1.131 -0.060 0.2323
H 4.106 2.341 -1.502 0.2588
H 3.540 2.849 -6.197 0.2394
H 5.454 1.663 -7.404 0.2465
H 8.085 2.423 -4.311 0.2436
H 6.296 3.656 -2.967 0.2362
```

Summary:
- Kohn-Sham gap (spin up / spin down): 5.618 / 3.779 eV
- HOMO energy (spin up / spin down): -16.2 / -16.2 eV
- Relative energy (zero: lowest compared OMol25 entry of this formula, charge and spin): 0.7398 eV
- Net charge: +3

---

2.
# C24H29AsIMgN2O3S

A molecular structure, C24H29AsIMgN2O3S (ωB97M-V/def2-TZVPD, the Open Molecules 2025 dataset).

```
62
Properties=species:S:1:pos:R:3:lowdin_charge:R:1
Mg 0.167 -0.552 -0.710 0.4818
C 2.955 -4.088 -0.719 -0.0204
C 2.732 -3.360 0.569 -0.2732
N 3.561 -3.563 1.561 0.1294
C 3.354 -2.937 2.738 -0.0951
C 2.306 -2.090 2.970 -0.1724
C 2.141 -1.460 4.330 -0.2087
O 0.937 -1.851 4.982 -0.0562
C 1.407 -1.815 1.902 -0.0921
C 0.259 -0.975 2.171 -0.0269
N -0.446 -0.383 1.268 -0.0114
C -1.603 0.338 1.648 -0.3347
C -1.557 1.367 2.583 -0.0107
C -2.702 2.087 2.888 -0.0582
C -3.902 1.788 2.259 -0.0695
C -3.961 0.762 1.326 -0.1497
C -2.815 0.045 1.021 -0.6119
I -2.909 -1.562 -0.315 1.1127
C 1.617 -2.454 0.657 -0.3241
O 0.876 -2.294 -0.400 -0.1715
H 3.861 -4.683 -0.645 0.0842
H 3.032 -3.390 -1.556 0.0733
H 2.107 -4.739 -0.939 0.0902
H 4.076 -3.147 3.519 0.1153
H 2.089 -0.372 4.255 0.1223
H 3.014 -1.698 4.943 0.1227
H 0.973 -2.799 5.150 0.1034
H -0.035 -0.883 3.217 0.1375
H -0.614 1.605 3.060 0.1205
H -2.656 2.883 3.618 0.1137
H -4.797 2.345 2.499 0.1128
H -4.900 0.510 0.850 0.0998
C 4.159 -0.327 -1.180 -0.2732
As 2.631 0.684 -0.532 1.0896
C 2.837 2.360 -1.502 -0.3021
C 3.285 1.204 1.227 -0.2783
H 5.076 0.248 -1.049 0.0391
H 4.027 -0.563 -2.234 0.0351
H 4.232 -1.257 -0.617 0.0184
H 3.859 2.727 -1.427 0.0345
H 2.161 3.103 -1.078 0.0246
H 2.584 2.208 -2.550 0.0247
H 4.199 1.788 1.133 0.0382
H 3.489 0.301 1.802 0.0183
H 2.531 1.794 1.747 0.0267
C -0.975 2.986 -3.282 -0.2003
S -1.569 1.954 -1.947 0.9902
O -0.534 0.834 -1.917 -0.6130
C -3.026 1.300 -2.713 -0.4429
C -4.244 1.643 -2.146 -0.1005
C -5.409 1.131 -2.702 -0.0567
C -5.335 0.280 -3.794 -0.0494
C -4.104 -0.060 -4.348 -0.0514
C -2.938 0.454 -3.810 -0.0809
H -0.826 2.371 -4.167 0.0694
H -0.038 3.434 -2.956 0.0538
H -1.717 3.760 -3.469 0.0758
H -4.280 2.288 -1.277 0.1094
H -6.369 1.389 -2.277 0.1162
H -6.242 -0.126 -4.221 0.1160
H -4.058 -0.726 -5.198 0.1167
H -1.972 0.183 -4.217 0.1193
```

Summary:
- Kohn-Sham gap: 7.726 eV
- HOMO energy: -10.5 eV
- Relative energy (zero: lowest compared OMol25 entry of this formula, charge and spin): 0.0116 eV
- Net charge: +1

---

3.
# C24H29BF3N8O2Ti

A molecular structure, C24H29BF3N8O2Ti (ωB97M-V/def2-TZVPD, the Open Molecules 2025 dataset).

```
68
Properties=species:S:1:pos:R:3:nbo_charge:R:1
Ti -0.557 0.648 -0.606 1.9192
C -0.750 2.183 3.432 -0.3182
C -1.444 1.746 2.311 -0.0026
N -0.642 1.031 1.519 -0.4267
N 0.577 1.006 2.111 -0.3250
C 0.532 1.698 3.259 0.0335
B 1.840 0.290 1.518 0.9473
N 2.324 1.024 0.243 -0.3215
C 3.513 1.547 -0.097 0.0463
C 3.448 1.967 -1.413 -0.3216
C 2.156 1.672 -1.820 0.0236
N 1.484 1.086 -0.824 -0.4376
N 1.403 -1.102 1.000 -0.3300
C 1.960 -2.313 1.146 0.0222
C 1.324 -3.191 0.289 -0.3280
C 0.388 -2.415 -0.383 0.0148
N 0.444 -1.152 0.051 -0.4305
N 2.861 0.159 2.617 -0.4019
C 2.721 -0.614 3.732 -0.0502
C 3.715 -0.269 4.607 -0.3329
C 4.419 0.760 3.946 -0.0336
N 3.898 1.019 2.762 -0.2851
H -1.120 2.774 4.252 0.2498
H -2.467 1.930 2.027 0.2245
H 1.406 1.805 3.881 0.2501
H 4.302 1.591 0.631 0.2748
H 4.228 2.433 -1.989 0.2506
H 1.686 1.879 -2.767 0.2330
H 2.777 -2.473 1.829 0.2476
H 1.523 -4.240 0.159 0.2524
H -0.325 -2.712 -1.134 0.2432
H 1.921 -1.330 3.827 0.2244
H 3.908 -0.689 5.579 0.2430
H 5.280 1.313 4.285 0.2224
C -3.217 2.616 -1.592 -0.2548
O -2.839 1.553 -0.696 -0.5685
C -3.840 0.538 -0.752 -0.0829
C -3.636 -0.396 0.389 -0.0812
O -2.304 -0.887 0.353 -0.5579
C -2.098 -1.695 1.523 -0.2432
H -4.094 3.124 -1.190 0.2016
H -3.458 2.211 -2.577 0.1922
H -2.399 3.316 -1.688 0.2252
H -3.781 0.016 -1.712 0.1936
H -4.829 0.996 -0.664 0.2125
H -4.344 -1.227 0.320 0.2085
H -3.807 0.124 1.337 0.1896
H -2.710 -2.596 1.448 0.1973
H -2.383 -1.136 2.417 0.1911
H -1.055 -1.968 1.592 0.2150
F 0.411 -4.851 -4.111 -0.3100
C 0.044 -3.609 -3.768 0.3994
C -1.288 -3.353 -3.498 -0.2966
C -1.657 -2.069 -3.136 -0.1439
C -0.720 -1.037 -3.039 -0.0810
C -1.139 0.315 -2.579 -0.9165
C 0.610 -1.336 -3.346 -0.1805
C 1.001 -2.616 -3.706 -0.2689
H -2.012 -4.152 -3.582 0.2427
H -2.700 -1.862 -2.921 0.2027
H -2.155 0.546 -2.878 0.2284
H -0.484 1.103 -2.987 0.2427
H 1.360 -0.557 -3.298 0.2212
H 2.030 -2.849 -3.941 0.2438
F -0.191 3.368 -1.662 -0.3487
C -0.383 2.811 -0.412 0.1501
F 0.636 3.261 0.369 -0.3358
H -1.301 3.238 0.001 0.1358
```

Summary:
- Kohn-Sham gap: 7.520 eV
- HOMO energy: -11.1 eV
- Relative energy (zero: lowest compared OMol25 entry of this formula, charge and spin): 0.1924 eV
- Net charge: +1

---

4.
# C24H29BrN2O9P2Si2Ta

A molecular structure, C24H29BrN2O9P2Si2Ta at a distorted geometry (ωB97M-V/def2-TZVPD, the Open Molecules 2025 dataset).

```
70
Properties=species:S:1:pos:R:3:nbo_charge:R:1
Ta -0.507 -0.104 0.229 1.8083
C 3.466 -1.046 0.861 -0.2701
O 2.503 -0.097 0.344 -0.5241
C 3.054 1.140 0.092 0.3232
C 4.413 1.421 0.042 -0.3011
C 4.818 2.737 -0.150 -0.0691
Br 6.662 3.112 -0.186 0.1183
C 3.910 3.764 -0.293 -0.1906
C 2.547 3.485 -0.259 -0.0892
C 2.141 2.168 -0.065 0.2117
O 0.785 1.827 0.051 -0.7386
C 1.590 4.600 -0.315 0.3373
N 1.826 5.764 0.201 -0.4059
C 0.676 6.507 -0.026 0.0537
C 0.389 7.822 0.333 -0.1788
C -0.847 8.319 -0.012 -0.2148
C -1.790 7.533 -0.699 -0.1897
C -1.525 6.228 -1.058 -0.2526
C -0.273 5.738 -0.702 0.1673
N 0.323 4.492 -0.865 -0.5939
H 3.987 -0.598 1.708 0.2033
H 4.172 -1.325 0.079 0.1957
H 2.920 -1.914 1.204 0.2428
H 5.158 0.655 0.164 0.2510
H 4.229 4.788 -0.414 0.2651
H 0.267 2.623 0.273 0.5592
H 1.116 8.416 0.866 0.2317
H -1.106 9.335 0.250 0.2245
H -2.751 7.962 -0.946 0.2234
H -2.256 5.620 -1.568 0.2343
H -0.001 3.767 -1.483 0.4152
O -1.218 1.634 -1.653 -1.0235
P -2.300 2.033 -0.502 2.5186
O -2.888 3.341 -0.675 -1.0240
O -1.473 1.624 0.770 -1.1056
O -3.365 0.797 -0.672 -1.0622
P -2.991 -0.741 -0.366 2.5585
O -4.181 -1.530 -0.949 -0.9466
O -2.513 -0.865 1.060 -1.0234
O -1.676 -1.060 -1.128 -1.0603
H -1.441 1.959 -2.536 0.5473
H -5.026 -1.491 -0.485 0.5518
C -1.494 -0.195 3.869 -1.1283
Si 0.038 -0.282 2.814 1.2554
C 1.228 1.111 3.218 -1.1174
C 0.861 -1.944 3.131 -0.5089
C 1.201 -2.244 4.457 -0.1313
C 1.746 -3.470 4.798 -0.2131
C 1.971 -4.421 3.812 -0.1906
C 1.648 -4.136 2.497 -0.2010
C 1.092 -2.902 2.137 -0.4785
Si 0.512 -2.611 0.373 1.1361
C -0.895 -3.836 0.151 -1.1042
C 1.826 -2.977 -0.929 -1.1133
H -1.214 -0.137 4.923 0.2470
H -2.107 -1.082 3.719 0.2547
H -2.102 0.678 3.635 0.2508
H 1.449 1.051 4.285 0.2580
H 0.795 2.092 3.020 0.2447
H 2.164 1.044 2.670 0.2350
H 1.033 -1.516 5.241 0.1987
H 1.986 -3.688 5.829 0.2242
H 2.391 -5.383 4.072 0.2244
H 1.829 -4.890 1.742 0.2078
H -0.521 -4.849 0.308 0.2487
H -1.331 -3.785 -0.846 0.2378
H -1.685 -3.649 0.878 0.2444
H 1.346 -3.389 -1.818 0.2530
H 2.515 -3.729 -0.539 0.2524
H 2.412 -2.118 -1.248 0.2358
```

Summary:
- Kohn-Sham gap: 6.195 eV
- HOMO energy: -10.8 eV
- Relative energy (zero: lowest compared OMol25 entry of this formula, charge and spin): 0.0000 eV
- Net charge: +1